[1]
ORCA calculation (ωB97M-V with the def2-TZVPD basis set) on C11H21ClCoF5O2P2 as an isolated structure.

Each line ends with the Löwdin charge.
Geometry (Å):
C 0.35 -0.17 -6.57  -0.07
C 0.12 0.26 -5.16  -0.83
H 1.43 -0.20 -6.74  0.09
H -0.09 0.54 -7.29  0.11
H -0.05 -1.19 -6.75  0.10
O 0.96 0.55 -4.34  0.00
Cl -1.61 0.32 -4.75  0.65
Co 0.03 0.21 0.19  0.53
P -0.22 2.20 -0.25  0.75
C 1.04 3.31 0.51  -0.20
C -0.22 2.79 -1.97  -0.21
H -0.41 3.87 -2.03  0.09
H -1.84 3.98 0.14  0.09
H -0.99 2.25 -2.54  0.03
H -2.62 2.39 -0.10  0.07
H 2.02 3.07 0.10  0.07
H 0.74 2.55 -2.44  0.06
C -1.78 2.91 0.37  -0.19
H 0.80 4.36 0.32  0.09
H -1.85 2.79 1.46  0.04
H 1.06 3.15 1.59  0.05
P -0.03 -2.23 0.06  0.84
C 1.31 -3.10 0.98  -0.22
C -1.54 -3.00 0.78  -0.22
H -0.78 -2.67 -2.19  0.05
H -0.06 -4.15 -1.48  0.08
H 0.99 -2.81 -2.05  0.06
C 0.04 -3.06 -1.58  -0.22
H -2.41 -2.60 0.26  0.06
H -1.51 -4.09 0.69  0.08
H 1.18 -4.19 0.94  0.08
H 1.31 -2.78 2.03  0.05
H -1.62 -2.74 1.84  0.04
H 2.28 -2.83 0.54  0.06
C 1.66 0.13 0.80  -0.14
O 2.68 0.13 1.39  0.24
F -0.54 -1.16 2.75  0.04
C -0.78 0.10 2.17  -0.30
F -2.14 0.20 1.98  0.12
C -0.38 1.05 3.30  -0.52
F -1.13 0.83 4.41  0.20
F 0.92 0.82 3.65  0.16
F -0.50 2.38 3.05  0.13

Spin multiplicity: 5
Lowest unoccupied orbital energy (spin up / spin down) in Ha: -0.2943 / -0.4143
Energy above the lowest of the compared OMol25 structures with the same formula, charge and spin in kcal per mole: 0.0
HOMO energy (spin up / spin down) in eV: -16.0 / -16.0
Charge: +2
Electronic energy in eV: -98137.45971


[2]
ORCA calculation (ωB97M-V with the def2-TZVPD basis set) on one molecule with the formula C11H21N3O3.

Each line ends with the Löwdin charge.
Geometry (Å):
C -1.56 -0.58 -0.23  -0.34
C -1.47 0.13 1.23  -0.38
C -3.03 -0.53 -0.69  -0.18
C -3.20 -1.92 -1.12  -0.20
C -2.29 -2.68 -0.06  -0.11
C 0.51 1.67 0.71  -0.24
C -0.29 2.37 -0.46  -0.41
C 1.78 1.00 0.22  -0.16
C 1.63 -0.11 -0.82  -0.19
C 3.12 -0.52 -0.92  -0.16
C 3.91 -0.82 0.53  -0.33
H -0.40 -2.25 -0.91  0.14
H -1.06 0.17 -0.93  0.13
H -3.16 0.47 -1.31  0.15
H -3.68 -0.36 0.19  0.12
H -4.26 -2.25 -1.08  0.11
H -3.04 -1.97 -2.19  0.10
H -2.85 -2.43 0.83  0.10
H -2.09 -3.75 -0.20  0.11
H -0.44 1.11 2.59  0.14
H 0.65 2.58 1.25  0.15
H 2.52 1.77 -0.22  0.15
H 2.42 0.58 1.12  0.11
H 1.29 0.30 -1.81  0.11
H 0.84 -0.96 -0.68  0.10
H 3.64 0.36 -1.29  0.10
H 3.44 -1.51 -1.28  0.09
H 4.19 0.13 1.05  0.10
H 3.17 -1.20 1.27  0.10
H 5.71 -1.54 0.83  0.09
H 4.70 -2.69 0.06  0.11
H -2.00 3.28 -0.84  0.17
N -1.03 -1.85 -0.14  -0.04
N -0.40 0.98 1.59  0.10
N 4.98 -1.64 0.06  -0.07
O -2.21 -0.26 2.08  0.08
O 0.21 2.67 -1.54  0.08
O -1.65 2.55 -0.21  0.05

Lowest unoccupied orbital energy in Ha: 0.0209
Energy above the lowest of the compared OMol25 structures with the same formula, charge and spin in kcal per mole: 105.2
HOMO energy in eV: -8.6
SMILES string: NCCCC[C@H](NC(=O)[C@@H]1CCCN1)C(=O)O
Electronic energy in eV: -22357.51440


[3]
ORCA calculation (ωB97M-V with the def2-TZVPD basis set) on one molecule with the formula C11H21N3O4.

Each line ends with the Löwdin charge.
Geometry (Å):
C -1.99 -1.82 0.08  -0.28
C -0.92 -0.77 -0.29  -0.46
C -3.30 -1.10 0.46  -0.16
C -4.08 -0.54 -0.72  -0.11
C -4.66 0.88 -0.50  -0.57
C 1.52 -0.53 -0.60  -0.22
C 2.63 -1.53 -0.78  -0.50
C 1.84 0.64 0.36  -0.12
C 2.90 1.67 -0.15  -0.43
C 4.29 1.07 -0.32  -0.07
C 2.90 2.86 0.78  -0.09
H -1.44 -2.28 2.01  0.09
H -2.07 -3.57 1.16  0.09
H -2.20 -2.39 -0.82  0.15
H -3.95 -1.79 0.98  0.11
H -3.06 -0.31 1.14  0.11
H -3.44 -0.32 -1.62  0.13
H -4.89 -1.21 -1.03  0.12
H -4.05 2.75 -0.20  0.12
H -2.71 1.57 -0.47  0.09
H 0.37 -2.22 0.29  0.14
H 1.16 -0.16 -1.54  0.15
H 0.88 1.12 0.68  0.12
H 2.11 0.23 1.36  0.12
H 2.50 1.95 -1.19  0.16
H 4.96 1.90 -0.58  0.08
H 4.33 0.32 -1.17  0.10
H 4.63 0.64 0.61  0.08
H 1.89 3.32 0.78  0.09
H 3.59 3.64 0.47  0.07
H 3.32 2.54 1.76  0.10
H 2.64 -1.74 1.13  0.13
N -1.47 -2.75 1.11  0.04
N -3.71 1.80 -0.33  0.16
N 0.35 -1.27 -0.12  0.10
O -1.15 0.28 -0.76  0.09
O -5.86 1.08 -0.43  0.03
O 3.11 -1.82 -1.87  0.11
O 3.05 -2.15 0.33  0.12

Lowest unoccupied orbital energy in Ha: 0.0105
Energy above the lowest of the compared OMol25 structures with the same formula, charge and spin in kcal per mole: 20.5
HOMO energy in eV: -9.3
SMILES string: CC(C)C[C@H](NC(=O)[C@@H](N)CCC(N)=O)C(=O)O
Electronic energy in eV: -24409.33505